Entry 1:
Density functional theory data (ωB97M-V/def2-TZVPD) for C39H44ClHfN2O7PS2 as an isolated structure.

Structure (XYZ):
```
97
Properties=species:S:1:pos:R:3:forces:R:3
C -3.50669 2.52848 -2.75685 0.47 0.25 0.54
H -0.65153 3.52732 0.48894 -0.26 0.35 0.27
H 5.03540 1.48231 -0.91561 0.25 0.20 -0.36
C 1.20225 1.51406 -4.17687 -0.11 -0.86 0.47
C 1.73055 -2.22962 3.55017 0.20 -1.00 -0.48
C -0.87711 -0.37974 -2.96897 -0.98 -0.51 0.41
H 5.44559 -2.45955 -2.45464 0.54 -0.43 -0.01
H -0.98344 2.73483 3.78011 -0.16 -0.35 -0.32
C -4.74093 2.27522 -3.30576 0.01 0.35 -0.83
O 1.38722 1.51881 -0.62817 0.18 0.84 0.30
H 3.30168 3.45184 1.89143 0.00 0.34 -0.44
O 0.31209 0.02365 1.87217 0.28 -0.24 -0.56
C -2.14541 -1.35510 2.75328 -0.58 0.31 1.06
C 3.24720 2.37307 1.89003 0.85 0.29 0.39
H 2.31721 2.11926 2.33290 -1.09 -0.48 0.17
C 3.53057 1.05159 -4.79680 -1.02 -0.03 0.33
H -1.83663 -1.38272 1.72696 0.15 0.16 -0.38
C -2.64885 -2.91047 -0.74268 -0.36 0.45 -0.13
N 0.19805 -0.00362 -2.40528 0.16 -0.19 0.40
C 4.27566 -2.08541 2.16680 0.21 -1.02 0.38
C 3.50535 -1.83021 -1.75948 0.81 0.06 -0.30
H -2.53705 1.11363 1.64927 0.07 0.57 0.46
H -2.44616 -3.45994 0.16964 -0.04 -0.03 -0.11
Hf 0.82381 -0.38375 -0.21204 -0.05 0.07 0.39
C -2.44507 2.03788 2.25813 -0.41 -0.25 -0.52
H 2.33577 2.57646 -5.71521 -0.12 -0.49 0.28
H -1.05293 -0.09029 -3.98833 -0.09 0.03 -0.63
C 3.55489 0.07055 -3.78458 0.04 -0.64 0.03
C -5.60944 1.36035 -2.74460 0.28 0.15 -0.21
H -3.67524 0.37550 -0.14005 -0.31 0.22 -0.19
C -3.83133 -3.08091 -1.45170 0.76 0.61 -0.39
C -5.25274 0.64832 -1.60128 -0.19 0.53 -0.04
O 1.89649 -1.98465 0.77439 -0.25 0.30 -0.18
C -3.58560 -2.13379 4.54225 -0.06 -0.32 -1.14
C 4.62807 -0.81893 -3.61966 1.32 -1.36 0.88
O 3.24107 0.35990 0.55561 0.39 -0.51 0.25
P 2.55535 -2.60252 1.99577 0.35 -0.54 -0.05
C -4.04470 -2.32523 -2.60754 0.07 0.49 -0.31
H 3.16970 -4.86202 2.53611 0.27 -0.27 0.15
C -2.67261 3.26464 1.36905 -1.13 -0.29 -0.09
H -2.78389 3.19969 -3.21383 -0.18 -0.03 -0.09
O -0.62731 -1.76005 -0.37736 -0.48 -0.30 -0.74
H -4.43541 -2.71051 4.84685 -0.25 -0.24 0.20
H -2.62803 4.14448 1.97739 0.31 0.72 0.50
S -0.17912 0.52504 3.21287 -0.52 1.10 0.45
C -3.09099 -1.42285 -3.05934 0.12 0.03 -0.06
H 4.74852 -2.68956 2.97580 -0.39 0.68 -0.25
H 3.00138 -4.56125 0.77263 0.37 -0.21 -0.27
C -1.71678 -1.95083 -1.14303 1.14 0.37 -0.07
H -6.51181 1.24211 -3.30893 -0.58 -0.55 0.25
C -3.19038 1.90832 -1.55906 -0.60 -0.97 0.05
H 1.58612 -4.77147 1.75454 -0.32 -0.10 0.09
C 4.86652 2.02273 0.00768 0.71 1.05 1.58
O -1.16978 0.85478 -0.22513 -0.24 0.42 0.15
C 1.23156 0.51488 -3.19420 0.51 1.40 -1.44
Cl -5.53669 -2.43574 -3.50384 0.21 -0.13 0.28
H 3.96783 -0.01280 0.02956 -0.44 -0.26 0.21
H -1.23616 -0.02588 5.77355 0.11 0.13 0.24
C 2.59636 -4.38710 1.75654 -0.36 0.78 0.13
H 5.03487 3.11971 -0.04315 -0.17 -0.72 -0.62
C 2.36418 2.37922 -0.34705 0.20 -2.51 0.03
H 5.58321 1.71814 0.80892 -0.32 -0.19 -0.74
H 3.47856 -2.52217 -0.93061 -0.15 -0.01 0.08
C 2.36085 1.76024 -4.98160 0.30 0.44 0.22
H 4.44207 1.15422 -5.36075 -0.09 0.39 -0.38
H 4.84686 -2.36123 1.28065 -0.16 0.05 -0.25
H 0.66474 -2.47119 3.46217 0.21 0.10 0.09
H -3.74384 -2.66235 2.41920 -0.44 -0.35 0.11
H -3.71482 3.32076 0.99679 0.45 -0.46 0.01
C -2.84234 -1.44495 5.46382 0.35 0.89 0.76
N 2.46747 -1.04159 -1.91873 -0.47 0.00 0.46
S -1.54969 2.13758 -0.98968 0.52 -0.29 -0.06
H -5.90383 -0.11147 -1.19391 -0.01 -0.03 0.01
C -4.05174 0.95595 -0.98854 0.84 -0.09 0.17
C -1.51224 -0.53772 3.69921 0.26 -0.48 -0.10
H -4.99207 2.75824 -4.24784 -0.12 -0.06 0.23
C -1.71697 3.44978 0.22987 0.76 -0.24 -0.39
H -1.96763 4.34496 -0.33616 0.04 0.03 -0.20
C -1.05610 2.14819 2.84596 0.95 -0.90 0.63
C -1.88001 -1.23159 -2.36560 -0.87 -0.46 0.53
C 4.64156 -1.78168 -2.59647 -1.46 1.61 -0.99
H 4.35530 -1.01876 2.31557 0.04 0.18 0.28
H 4.00777 2.06635 2.57447 0.65 -0.44 0.56
O 2.38676 3.49328 -0.71938 -0.01 2.30 -0.58
H -4.56652 -3.77326 -1.11747 -0.47 -0.45 0.14
H -3.10615 -1.48805 6.51693 0.07 -0.06 -0.15
H 2.20049 -2.84237 4.33649 -0.22 0.32 -0.17
C 2.44018 -0.15633 -2.95800 0.48 0.00 0.00
C 3.48575 1.76802 0.53392 -1.39 0.73 -0.56
H -3.23474 2.01897 3.02965 0.50 -0.10 -0.19
H 0.28003 2.08869 -4.35287 0.52 -0.32 0.09
H 5.49268 -0.81251 -4.29948 -0.47 0.32 0.26
H -3.28483 -0.80005 -3.94117 -0.01 -0.45 0.24
H -0.30832 2.56384 2.15526 -0.29 -0.03 0.13
H 1.88910 -1.18491 3.71830 -0.02 0.63 0.42
C -1.79787 -0.60583 5.06427 -0.47 -0.41 -0.82
C -3.23512 -2.11131 3.18741 0.87 0.45 0.02
```
Forces are in eV/Å.

Values from the calculation:
highest occupied orbital energy	-0.47292	Eh
total charge	+2

Löwdin population analysis, charges in e, atoms 1 to 8: number 1, C, carries -0.084; number 2, H, carries 0.085; number 3, H, carries 0.093; number 4, C, carries 0.045; number 5, C, carries -0.144; number 6, C, carries -0.037; number 7, H, carries 0.104; number 8, H, carries 0.116

Entry 2:
Density functional theory data (ωB97M-V/def2-TZVPD) for C20H36BeNOP2 as an isolated structure.

Structure (XYZ):
```
61
Properties=species:S:1:pos:R:3:forces:R:3
H 1.57630 4.01323 -0.63467 0.06 0.05 -0.02
H -1.22707 -3.17706 -2.44595 0.06 0.09 0.16
H -3.92622 1.78292 -0.36985 -0.30 -0.07 -0.09
H 4.41244 -0.14734 3.57736 -0.47 0.12 -0.39
Be 0.07199 2.82440 0.62064 4.15 -2.05 -0.24
H 3.04070 2.85247 -0.08176 0.02 -0.07 0.31
N 2.44828 1.80421 1.63504 -2.07 0.31 -0.61
H 0.23701 -1.79298 -1.77193 1.18 -0.13 0.24
O 1.12481 2.22943 1.57469 0.41 -0.34 1.05
C -1.63113 2.56686 1.60376 -1.54 1.15 0.76
H -2.69477 -3.02768 -1.46163 0.14 0.07 0.05
H -1.65820 -2.51952 1.32041 -0.14 0.13 0.12
H -2.49748 1.89763 -1.37785 -0.08 -0.13 0.00
H 2.16897 0.10549 -0.99648 -0.28 -0.15 0.11
C -0.78995 -2.17191 0.76178 0.82 -0.54 0.38
H 0.06255 4.85874 -0.40931 -0.28 0.94 -0.31
C 0.47830 -2.84542 1.34916 -0.46 -0.16 0.78
H -0.32873 -0.40517 1.90461 -0.44 0.38 -0.04
H 2.23886 -3.81922 -1.56084 -0.16 -0.11 0.58
C 2.77830 0.86793 2.57362 1.18 -1.31 1.50
H -0.05165 0.66855 -0.80993 -0.02 -0.14 0.69
C 0.23802 -0.20148 -0.20611 0.49 2.47 1.06
H -2.74783 -2.78957 -3.20541 -0.10 -0.05 0.10
H -2.62411 0.16566 2.90440 -0.06 -0.06 0.05
H -4.15080 0.09334 -2.22187 0.35 -0.01 0.39
C -3.04397 1.22863 -0.70122 -0.13 0.54 0.25
C -2.14965 -2.60942 -2.30974 -0.47 -0.06 -0.15
H -0.97027 -2.43310 -0.29541 0.30 -0.10 0.81
H -3.01388 -1.00766 1.64163 0.16 0.37 -0.12
P -1.94609 1.00495 0.77864 1.56 -2.54 -1.69
C -0.55609 -0.69721 0.86942 -0.35 0.98 -1.09
C 3.38605 2.25354 0.75162 1.68 0.37 -0.66
C -2.04102 -0.45388 -3.95803 -0.20 0.15 0.32
H -1.09931 2.46690 2.55582 0.08 -0.12 -0.32
P -1.80511 -0.78584 -2.14470 -0.87 0.07 -0.84
C 1.31036 -3.56886 0.34088 0.78 -0.94 0.15
H -2.78718 -1.17038 -4.29156 -0.09 0.19 -0.47
H -1.08966 -0.64634 -4.45405 -0.07 0.03 -0.12
C 4.72666 1.92318 0.92878 -1.77 1.01 -1.04
C 5.10117 1.05253 1.94578 1.49 0.14 -0.06
H 6.15051 0.80661 2.05122 -0.13 -0.09 0.22
H -4.01657 0.43451 1.83029 -0.32 0.02 0.34
H 1.85015 -1.61150 -2.43122 0.03 -0.52 0.39
H 5.43151 2.39173 0.23410 -0.19 -0.41 0.27
H 1.03404 -2.09830 1.96709 -0.01 -0.31 -0.74
C 0.49873 3.90180 -0.60594 -0.79 -0.70 -0.59
H 2.00066 0.37515 3.16357 0.07 0.57 -0.40
C 1.59274 -0.68615 -0.49135 0.21 0.14 -0.53
C 1.66309 -3.17451 -0.88678 -0.06 0.03 -0.51
H -1.16636 3.33827 0.92011 -1.74 0.38 0.68
H 2.18988 -0.91860 0.41903 -0.38 -0.37 -0.68
C 1.31889 -1.82736 -1.48684 0.49 -0.78 -0.38
H 0.15132 3.50889 -1.57904 0.12 0.47 0.14
H 0.17128 -3.54810 2.13549 0.04 -0.20 -0.36
C -3.40216 -0.09002 -1.42626 0.18 -0.16 -0.07
C -2.99755 0.05909 1.88503 -1.06 0.48 0.63
C 4.11705 0.52742 2.76616 -1.49 -0.10 0.37
H 1.64544 -4.55273 0.72450 -0.03 0.53 -0.63
H -3.83565 -0.84231 -0.74759 0.12 0.32 -0.07
H -2.59472 3.04842 1.80954 0.13 0.42 0.18
H -2.37287 0.56716 -4.18087 0.19 -0.17 0.12
```
Forces are in eV/Å.

Values from the calculation:
highest occupied orbital energy (spin up / spin down)	-0.16072 / -0.20149	Eh
multiplicity	2

natural (NBO) population analysis, charges in e, atoms 1 to 8: number 1, H, carries 0.220; number 2, H, carries 0.241; number 3, H, carries 0.218; number 4, H, carries 0.216; number 5, Be, carries 1.589; number 6, H, carries 0.215; number 7, N, carries -0.063; number 8, H, carries 0.224

Entry 3:
Density functional theory data (ωB97M-V/def2-TZVPD) for a 2-piece molecular cluster, BH4NO overall.

Structure (XYZ):
```
7
Properties=species:S:1:pos:R:3:forces:R:3
H 2.08590 -0.41200 0.14484 2.87 -2.87 -0.37
H -0.90005 1.48289 -0.26862 0.02 0.83 0.39
B 0.28464 -0.12173 -0.07649 -2.31 -4.33 1.21
H -1.87785 0.16702 -0.02355 2.69 0.46 0.42
N -0.89584 0.57410 0.16007 -2.79 -0.11 -1.45
O 1.51020 0.27402 0.23511 -1.74 2.91 -0.18
H -0.20701 -1.96428 -0.17136 1.26 3.10 -0.02
```
Forces are in eV/Å.

Values from the calculation:
highest occupied orbital energy	-0.33684	Eh

From a natural (NBO) analysis of the wavefunction, the atomic charges in e read: number 1, H, carries 0.502; number 2, H, carries 0.389; number 3, B, carries 1.010; number 4, H, carries 0.419; number 5, N, carries -1.139; number 6, O, carries -0.891; number 7, H, carries -0.291

Entry 4:
Density functional theory data (ωB97M-V/def2-TZVPD) for C8H20AsF6MgN2O10 as an isolated structure.

Structure (XYZ):
```
48
Properties=species:S:1:pos:R:3:forces:R:3
H 2.29706 -0.11510 -2.61422 0.41 -0.06 0.40
F 1.35280 -4.56445 2.90077 -0.42 1.48 -1.90
C 1.10946 4.64655 -0.81834 -0.15 -1.38 -0.13
H 0.87923 5.57758 -0.30037 0.31 -0.04 0.38
H -1.49209 -2.98468 -2.61260 0.26 0.01 -0.35
O -2.93515 2.49700 -1.36555 -1.96 1.41 1.37
H -3.55588 -3.03776 -1.07602 0.29 0.46 -0.59
O 0.58481 -0.50589 -1.54903 0.82 -0.40 -3.12
H 0.74473 -1.82655 -3.15335 0.10 0.00 -0.07
H 0.46608 1.75514 2.58588 0.39 0.30 0.21
F -0.76816 -3.28015 2.26338 2.17 -0.12 -1.27
C 1.48684 0.45105 -2.15472 0.04 -0.39 0.02
O -1.47351 1.05386 -0.84368 0.26 -0.01 0.71
H 2.15782 4.35032 -0.85406 0.44 0.83 0.15
H 2.72413 -0.44526 0.86271 -0.49 0.25 -0.86
H 2.27231 -0.20754 2.41051 -1.07 0.57 0.47
C 2.21453 0.31445 1.45537 1.24 -0.04 -0.16
C -2.78354 -2.67037 -0.40029 0.86 0.06 0.88
O -1.56489 -0.34650 1.72281 1.16 0.54 -1.74
H -2.32504 -3.53284 0.08346 0.39 -0.10 -0.25
C 0.44991 1.88644 1.50394 -0.57 0.95 1.13
H 0.81808 4.79147 -1.85863 -0.48 -0.39 0.09
C 1.09003 3.16893 1.01957 -0.92 0.06 -0.41
F 2.70501 -2.99083 1.34648 -1.83 -0.12 -0.11
O 0.95011 0.71084 0.93288 0.58 -0.57 -0.31
H 2.84694 1.20219 1.46419 0.16 -0.07 0.18
O -1.75353 -1.79388 -0.98524 -1.08 -0.51 0.69
H -0.63510 -0.70425 -3.26310 0.06 0.39 0.17
H -0.10462 -3.01590 -1.47615 -0.57 -0.65 0.68
H -3.25824 -2.15695 0.43587 0.08 0.53 -0.38
F 1.25882 -2.10133 3.14109 -0.32 -0.58 -1.57
As 0.96548 -3.19132 1.74994 -0.16 -1.63 2.90
H 1.81286 1.13472 -1.37089 0.03 -0.20 -0.14
O -3.69821 0.15260 2.11707 1.95 -0.47 -0.67
C -0.89355 -2.40276 -1.91172 0.92 0.21 -0.43
H 0.84892 3.95522 1.73491 0.07 0.14 0.27
C -0.04149 -1.32341 -2.59052 -0.53 0.13 0.28
F 0.75669 -4.33808 0.36095 0.09 1.61 1.55
N -2.58810 -0.40086 2.43269 -3.13 1.41 -0.50
Mg -0.48937 -0.34031 -0.00559 -2.31 0.53 1.54
H 2.17506 3.12525 0.92525 0.20 -0.09 -0.14
O -2.51067 -0.98603 3.45950 0.30 -1.56 2.78
H 1.07468 1.01681 -2.99026 -0.79 0.05 0.35
O -1.55325 1.90838 -2.79061 2.03 -0.32 -3.00
H -0.61392 1.99883 1.29480 -0.01 -0.39 -0.40
N -1.98461 1.84689 -1.67549 -0.53 -0.45 0.71
F 0.51606 -1.77806 0.68502 1.12 -2.16 0.84
O 0.46448 3.49652 -0.22861 0.60 0.77 -0.21
```
Forces are in eV/Å.

Values from the calculation:
highest occupied orbital energy	-0.20822	Eh
total charge	-1

natural (NBO) population analysis, charges in e, atoms 1 to 8: number 1, H, carries 0.168; number 2, F, carries -0.618; number 3, C, carries -0.253; number 4, H, carries 0.171; number 5, H, carries 0.187; number 6, O, carries -0.453; number 7, H, carries 0.177; number 8, O, carries -0.638

For reference, maximum force by record: 2.52; 4.64; 5.06; 3.64 eV/Å.
For reference, M by record: 961.839; 377.474; 44.850; 517.467 g mol⁻¹.